DFT (ωB97M-V/def2-TZVPD) results for C40H56BGeN10O4Sr as an isolated structure at a distorted geometry.

Geometry as XYZ:
```
113
Properties=species:S:1:pos:R:3:forces:R:3
Sr -0.009281 0.142793 -0.192470 -1.3 0.3 -0.1
C 2.346037 -3.548966 -1.470745 0.1 0.1 0.0
C 1.796040 -2.614421 -0.592678 0.1 -0.2 -0.2
N 0.866881 -1.885487 -1.198779 0.6 -0.2 -0.4
N 0.807057 -2.321598 -2.478226 0.3 -0.3 -0.2
C 1.693342 -3.322422 -2.664267 0.0 0.1 0.1
B -0.071732 -1.533875 -3.481187 -0.2 0.0 0.2
N 0.545300 -0.113607 -3.595069 0.2 0.1 -0.4
C 1.284880 0.366863 -4.615910 0.0 0.1 0.1
C 1.724704 1.628387 -4.275141 0.0 0.0 0.0
C 1.205827 1.831653 -2.993955 0.0 0.0 -0.2
N 0.505218 0.776596 -2.587338 0.2 0.2 -0.2
N -1.525491 -1.431366 -2.943908 0.0 -0.2 -0.2
C -2.585136 -2.081155 -3.470877 -0.2 0.0 0.1
C -3.708608 -1.721998 -2.761924 0.1 0.0 0.0
C -3.230310 -0.832428 -1.796922 0.0 -0.1 -0.1
N -1.914204 -0.669085 -1.900132 -0.1 0.2 0.2
N -0.152319 -2.144906 -4.875421 0.0 0.3 -0.1
C -0.754032 -1.543873 -5.938809 0.0 0.0 0.0
C -0.712068 -2.413374 -6.996064 0.0 0.0 -0.1
C -0.062198 -3.550959 -6.481511 0.0 0.1 0.1
N 0.262187 -3.383245 -5.213477 0.1 -0.3 0.2
H 3.115086 -4.274449 -1.269824 0.0 0.0 0.0
H 2.045617 -2.430841 0.438244 -0.1 0.0 0.0
H 1.782551 -3.798138 -3.621829 0.0 0.0 -0.1
H 1.451055 -0.206777 -5.510917 0.0 0.0 0.0
H 2.327552 2.295900 -4.865622 0.0 0.0 0.0
H 1.327922 2.694861 -2.360009 -0.1 0.0 0.1
H -2.490879 -2.747138 -4.311702 0.1 0.0 0.0
H -4.720736 -2.049603 -2.921258 0.0 0.0 0.0
H -3.803913 -0.308327 -1.050987 0.1 0.0 0.1
H -1.175465 -0.554640 -5.859867 0.0 0.0 0.0
H -1.089958 -2.266288 -7.992882 0.0 0.0 0.0
H 0.179922 -4.473546 -6.983446 0.0 0.0 0.0
C 4.091972 2.261947 -0.487872 -0.3 -0.1 0.2
C 3.746555 0.797398 -0.218723 1.2 0.1 -0.3
C 4.726335 0.226584 0.809415 -0.4 0.0 0.1
C 3.876419 -0.016167 -1.510142 -0.3 0.0 0.2
O 2.401385 0.691578 0.263139 -1.1 0.3 1.9
Ge 2.032047 0.741695 2.140518 -1.0 -0.6 -0.4
O 0.323193 1.591636 2.268238 1.8 -0.9 -1.2
C -0.143017 2.189765 3.479716 -0.3 0.4 1.0
C 1.012774 2.381375 4.469818 0.0 -0.2 -0.3
C -0.724837 3.568481 3.160336 0.2 -0.2 -0.1
C -1.232163 1.308606 4.123165 0.1 0.0 -0.2
O 1.490717 -1.021645 2.291606 0.4 1.5 -0.7
C 1.693975 -1.922093 3.382236 0.2 -0.6 0.8
C 0.599097 -1.727727 4.429947 0.1 0.1 -0.2
C 3.064588 -1.693583 4.021235 -0.1 0.2 -0.2
C 1.629566 -3.348711 2.828381 0.0 0.3 -0.1
H 5.144005 2.353437 -0.754520 0.0 0.0 0.0
H 3.494062 2.657764 -1.307989 0.0 0.0 0.0
H 3.908573 2.859946 0.409259 0.0 0.1 0.0
H 5.737640 0.208265 0.408343 0.0 0.0 0.0
H 4.732328 0.847516 1.714207 0.1 0.0 0.0
H 4.441057 -0.794725 1.073993 0.0 0.0 0.0
H 4.864446 0.153493 -1.936761 0.0 0.0 0.0
H 3.756861 -1.079090 -1.308191 0.0 0.0 0.0
H 3.127488 0.285772 -2.239090 0.0 0.0 0.0
H 1.806671 2.976308 4.009097 0.0 0.0 0.0
H 0.666067 2.900371 5.361016 0.0 0.0 0.0
H 1.423018 1.411672 4.771900 0.0 0.0 0.1
H 0.044758 4.228447 2.755206 0.0 0.0 0.0
H -1.541263 3.479577 2.442587 0.0 0.0 0.0
H -1.117608 4.012207 4.074903 0.0 0.0 0.0
H -1.165837 1.345628 5.210538 0.0 0.0 0.0
H -2.227491 1.638399 3.832401 0.0 0.0 0.0
H -1.112561 0.275989 3.801270 0.0 0.0 0.1
H 0.644190 -0.714002 4.833554 -0.1 -0.1 0.0
H -0.384082 -1.882280 3.981333 0.0 0.0 0.0
H 0.726391 -2.431034 5.252043 0.0 0.0 0.0
H 3.095426 -0.712684 4.508353 0.1 0.0 0.1
H 3.266395 -2.459094 4.768602 0.0 0.0 0.0
H 3.849842 -1.732762 3.263421 0.0 0.0 0.0
H 0.748338 -3.475224 2.200162 0.1 0.0 0.1
H 2.518347 -3.576039 2.238352 0.0 0.0 0.0
H 1.578031 -4.057046 3.654451 0.0 0.0 0.0
C -0.426041 -6.467607 0.328355 0.0 0.0 -0.1
C -0.927244 -6.058998 1.559853 0.0 0.0 0.0
C -1.353658 -4.757572 1.737524 -0.1 0.2 -0.1
C -1.264490 -3.848790 0.676801 0.1 -1.1 0.0
C -0.741623 -4.255224 -0.548118 -0.3 0.1 0.1
C -0.329922 -5.564570 -0.721018 0.0 -0.2 0.0
N -1.707038 -2.526068 0.779549 0.3 1.4 -0.3
N -2.601353 -2.328854 1.608518 -0.1 -1.5 0.4
C -3.109046 -1.049837 1.718233 0.0 1.2 -0.1
C -4.281288 -0.923139 2.477947 0.3 -0.1 -0.1
C -4.935986 0.288484 2.604588 0.0 0.2 0.0
C -4.430097 1.417498 1.976967 -0.1 -0.3 0.1
C -3.246403 1.321839 1.245953 0.4 0.5 -0.5
C -2.608728 0.119159 1.134079 -1.1 -0.4 0.9
H -0.125131 -7.497390 0.186318 0.1 0.0 0.0
H -0.990468 -6.764395 2.378159 0.0 0.0 0.0
H -1.747286 -4.422802 2.688091 0.0 0.0 0.0
H -0.708880 -3.543583 -1.359734 -0.1 -0.2 0.1
H 0.065963 -5.878957 -1.677778 0.0 0.0 0.0
H -4.663195 -1.823421 2.941041 0.0 0.0 0.0
H -5.845684 0.351930 3.186151 0.0 0.0 0.0
H -4.950762 2.363659 2.041681 0.1 0.0 0.0
H -2.848745 2.196699 0.744888 0.0 0.0 0.0
C -1.785022 4.708875 -0.672372 0.0 -0.1 -0.1
C -2.435073 4.204333 -1.969299 0.1 0.0 0.1
C -2.200656 2.685657 -1.926433 -0.2 0.0 -0.2
O -1.266750 2.445527 -0.858259 0.4 -0.1 0.2
C -0.672182 3.691475 -0.487972 -0.1 0.3 0.1
H -2.490371 4.655859 0.159968 0.0 0.0 0.0
H -1.414348 5.728619 -0.753590 0.0 0.0 0.0
H -1.931521 4.641552 -2.831049 0.0 0.0 0.0
H -3.492824 4.450445 -2.026352 0.0 0.0 -0.1
H -1.792352 2.301086 -2.862075 0.0 0.0 0.1
H -3.110358 2.129598 -1.697320 0.0 0.0 0.0
H 0.165861 3.937997 -1.150702 0.0 -0.1 0.0
H -0.303494 3.594276 0.531552 0.0 0.0 0.0
```
Forces are in eV/Å.

Values from the calculation:
* orbital gap (spin up / spin down): 6.85 / 5.51 eV
* relative energy (zero: lowest compared OMol25 entry of this formula, charge and spin): 3.615 eV
* DFT total energy: -4538.74860 Eh
* HOMO level (spin up / spin down): -0.398 / -0.399 Eh
* multiplicity: 1
* total charge: +1

Here are the Löwdin charges for atoms 1 to 99, given in e: Sr 1.393; C -0.044; C -0.180; N -0.097; N 0.010; C -0.051; B -0.651; N 0.017; C -0.055; C -0.041; C -0.172; N -0.055; N 0.007; C -0.060; C -0.036; C -0.163; N -0.008; N -0.036; C -0.114; C -0.056; C -0.144; N 0.067; H 0.105; H 0.083; H 0.104; H 0.127; H 0.101; H 0.091; H 0.127; H 0.099; H 0.095; H 0.131; H 0.096; H 0.103; C -0.016; C -0.678; C -0.054; C 0.001; O -0.390; Ge 1.122; O -0.319; C -0.665; C -0.064; C -0.026; C -0.008; O -0.287; C -0.670; C -0.019; C -0.037; C -0.017; H 0.097; H 0.076; H 0.087; H 0.102; H 0.072; H 0.082; H 0.103; H 0.075; H 0.066; H 0.084; H 0.101; H 0.061; H 0.093; H 0.070; H 0.100; H 0.096; H 0.073; H 0.060; H 0.066; H 0.084; H 0.099; H 0.076; H 0.100; H 0.081; H 0.060; H 0.090; H 0.101; C -0.064; C -0.074; C -0.046; C -0.269; C -0.023; C -0.057; N 0.097; N 0.077; C -0.279; C 0.000; C -0.061; C -0.061; C -0.114; C 0.020; H 0.108; H 0.108; H 0.108; H 0.092; H 0.112; H 0.122; H 0.113; H 0.115